DFT (wB97M-V/def2-TZVPD) results for an isolated ion of composition C4H3N2O3S and charge -1.

Calculated values
- Molar mass: 159.15 g/mol
- LUMO: 3.6 eV
- Frontier orbital gap: 6.872 eV
- Energy above the lowest of the compared OMol25 structures with the same formula, charge and spin: 75.9 kJ/mol
- Total charge: -1
- Electronic energy: -24155.8844 eV
- SMILES string: O=C1NC(=O)SC=C([O-])N1

Each line ends with the natural charge from an NBO analysis.
CARTESIAN COORDINATES (ANGSTROEM)
O (0.181, -2.558, -0.016)  -0.670
C (0.116, -1.376, 0.082)  0.803
N (-1.237, -0.963, 0.137)  -0.697
C (-2.084, 0.171, -0.024)  0.528
O (-3.261, 0.063, -0.220)  -0.615
S (-1.205, 1.693, 0.012)  0.132
C (0.638, 1.825, 0.077)  -0.655
C (1.555, 0.850, 0.060)  0.544
O (2.766, 1.000, 0.075)  -0.733
N (1.210, -0.592, 0.096)  -0.672
H (-1.709, -1.807, 0.164)  0.400
H (0.989, 2.762, -0.241)  0.225
H (2.041, -1.068, -0.202)  0.410

Cartesian forces, eV/Å:
1.101 -3.655 -0.129
-0.709 2.669 -0.340
-0.271 2.435 0.293
3.953 -0.813 -0.295
-0.679 0.100 0.328
-0.201 1.700 -0.125
-2.690 -1.110 0.123
-0.592 -1.780 0.626
2.070 0.246 -0.404
-0.496 1.043 -0.115
-1.513 -1.683 -0.063
-0.183 1.295 -0.169
0.209 -0.447 0.270

***

DFT (wB97M-V/def2-TZVPD) results for C44H69BeBr6Cl3CsN4O11PS2 as an isolated structure.

Calculated values
- Molar mass: 1652.86 g/mol
- LUMO: -3.7 eV
- Frontier orbital gap: 1.647 eV
- Total charge: 0
- Electronic energy: -564920.9671 eV

Each line ends with the Löwdin charge.
CARTESIAN COORDINATES (ANGSTROEM)
C (-3.326, 4.237, -0.214)  -0.149
C (-3.805, 3.370, -1.482)  -0.249
C (-2.549, 2.537, -2.085)  -0.183
C (-2.996, 1.817, -3.462)  -0.264
C (-3.099, 0.220, -3.135)  -0.189
C (-1.679, -0.432, -3.607)  -0.178
C (-1.126, -1.446, -2.491)  -0.211
C (-0.383, -2.682, -3.255)  -0.173
C (0.973, -3.054, -2.451)  -0.216
C (2.279, -2.904, -3.376)  -0.182
C (3.305, -1.748, -2.881)  -0.183
C (4.684, -2.411, -2.396)  -0.184
C (5.572, -1.429, -1.428)  -0.145
C (5.841, -2.312, -0.055)  -0.275
C (5.322, -1.909, 1.414)  0.064
C (5.602, -2.858, 2.676)  -0.033
C (5.064, -2.428, 4.130)  -0.131
C (5.885, -1.150, 4.729)  -0.382
C (4.978, -0.213, 5.671)  -0.091
C (7.239, -1.673, 5.439)  -0.095
C (6.422, -4.226, 2.423)  -0.023
C (6.638, -5.183, 3.716)  -0.116
C (5.289, -6.083, 3.785)  -0.147
C (5.079, -7.228, 2.730)  -0.026
C (3.827, -8.128, 2.662)  -0.061
C (2.693, -7.915, 3.692)  -0.035
C (2.867, -6.774, 4.755)  -0.187
C (1.622, -6.585, 5.765)  -0.098
C (4.152, -5.870, 4.811)  0.008
C (7.018, -4.697, 1.045)  -0.032
C (6.692, -3.690, -0.164)  -0.452
C (7.408, -4.457, -1.422)  -0.489
O (7.365, -4.243, -2.698)  0.045
N (8.203, -5.637, -0.862)  -0.121
P (9.929, -5.107, -0.629)  0.497
S (10.304, -3.372, -1.457)  -0.069
C (7.896, -5.992, 0.590)  -0.393
O (8.289, -7.004, 1.200)  0.078
H (-2.646, 5.099, -0.557)  0.092
H (-2.805, 3.543, 0.527)  0.075
H (-4.262, 4.705, 0.269)  0.016
H (-4.184, 4.091, -2.285)  0.107
H (-4.628, 2.615, -1.209)  0.119
H (-2.227, 1.805, -1.264)  0.114
H (-1.637, 3.210, -2.286)  0.128
H (-3.995, 2.246, -3.894)  0.006
H (-2.198, 2.027, -4.276)  0.101
H (-3.984, -0.279, -3.657)  0.061
H (-3.218, 0.032, -2.003)  0.118
H (-0.913, 0.420, -3.689)  0.120
H (-1.788, -0.913, -4.647)  0.121
H (-1.955, -1.907, -1.856)  0.066
H (-0.417, -0.864, -1.814)  0.065
H (-0.180, -2.328, -4.332)  0.105
H (-1.136, -3.550, -3.295)  0.115
H (0.820, -4.131, -2.054)  0.102
H (1.136, -2.391, -1.530)  0.009
H (2.027, -2.685, -4.481)  0.119
H (2.835, -3.921, -3.380)  0.107
H (2.807, -1.099, -2.072)  0.059
H (3.544, -1.115, -3.820)  0.116
H (5.275, -2.759, -3.313)  0.120
H (4.394, -3.364, -1.805)  0.114
H (4.948, -0.494, -1.215)  0.117
H (6.602, -1.204, -1.928)  0.073
H (4.721, -0.932, 1.551)  0.016
H (5.193, -3.257, 4.912)  0.084
H (3.963, -2.129, 4.132)  0.126
H (6.237, -0.476, 3.855)  0.130
H (4.224, -0.775, 6.315)  0.086
H (4.411, 0.550, 5.033)  0.063
H (5.692, 0.406, 6.334)  0.091
H (7.065, -2.194, 6.439)  0.090
H (7.707, -2.427, 4.707)  0.066
H (8.020, -0.833, 5.555)  0.089
H (7.507, -5.907, 3.573)  0.115
H (6.817, -4.581, 4.665)  0.097
H (5.884, -7.384, 1.944)  0.073
H (3.736, -8.929, 1.840)  0.098
H (1.743, -8.558, 3.685)  0.097
H (1.131, -5.571, 5.585)  0.079
H (1.974, -6.741, 6.837)  0.079
H (0.819, -7.375, 5.509)  0.077
H (4.200, -5.040, 5.595)  0.092
H (10.117, -4.901, 0.808)  0.037
H (10.873, -6.111, -1.017)  0.020
O (3.900, 2.700, -6.683)  -0.295
S (3.304, 1.626, -5.869)  0.204
O (1.923, 1.999, -5.505)  -0.305
O (4.097, 1.431, -4.642)  -0.359
O (3.289, 0.374, -6.648)  -0.290
C (-4.537, 7.553, 2.411)  -1.592
Br (-5.660, 7.451, 0.829)  0.518
Br (-4.044, 5.793, 3.060)  0.573
Br (-2.986, 8.676, 2.123)  0.580
H (-5.131, 8.027, 3.195)  -0.067
C (-2.811, -4.299, 1.161)  -1.610
Br (-1.081, -3.515, 0.768)  0.571
Br (-3.300, -4.068, 3.025)  0.552
Br (-4.188, -3.639, -0.033)  0.574
H (-2.723, -5.370, 0.986)  -0.027
Cs (8.443, -2.264, -0.385)  1.545
C (-7.586, -0.435, -7.341)  -0.114
C (-7.634, 0.936, -6.680)  -0.248
C (-6.447, 1.177, -5.744)  -0.263
C (-6.447, 0.153, -4.644)  -0.218
N (-6.448, -0.652, -3.780)  0.171
H (-7.643, -1.240, -6.604)  0.068
H (-8.432, -0.559, -8.022)  0.082
H (-6.666, -0.560, -7.916)  0.067
H (-8.572, 1.033, -6.123)  0.115
H (-7.642, 1.708, -7.456)  0.112
H (-6.512, 2.176, -5.302)  0.098
H (-5.498, 1.111, -6.300)  -0.010
Be (-4.117, 1.684, -5.322)  0.609
N (-4.971, 9.896, 5.614)  -0.653
O (-5.413, 8.759, 5.330)  -0.101
O (-5.197, 10.389, 6.737)  -0.075
O (-4.313, 10.532, 4.776)  -0.079
C (-8.272, 12.133, 6.208)  0.044
C (-7.989, 11.455, 4.909)  -0.425
O (-6.913, 11.269, 4.426)  0.191
N (-9.067, 10.894, 4.121)  0.082
C (-9.496, 11.793, 3.012)  0.032
H (-7.331, 12.417, 6.681)  0.110
H (-8.871, 13.031, 6.034)  0.096
H (-8.809, 11.450, 6.871)  0.106
H (-9.858, 10.651, 4.719)  0.189
H (-8.634, 10.070, 3.687)  0.200
H (-9.859, 12.728, 3.439)  0.111
H (-10.300, 11.287, 2.477)  0.109
H (-8.649, 11.961, 2.346)  0.119
C (-5.994, -3.764, -7.000)  -0.384
O (-5.885, -2.627, -7.680)  -0.240
H (-5.110, -4.435, -6.998)  0.070
H (-6.198, -3.684, -5.912)  0.056
H (-6.791, -4.466, -7.315)  0.054
C (2.349, 0.883, 0.576)  -1.492
Cl (1.522, -0.606, 0.110)  0.592
Cl (1.207, 2.230, 0.653)  0.561
Cl (3.168, 0.672, 2.132)  0.566
H (3.099, 1.113, -0.179)  0.022

Cartesian forces, eV/Å:
-0.955 -0.166 -0.561
1.178 0.181 -0.026
-0.660 1.176 0.039
1.263 -1.292 1.291
0.838 0.028 -0.799
-0.597 0.355 0.901
-0.113 -0.579 -1.357
-0.091 1.133 1.022
-0.313 -0.661 -0.626
0.587 -0.414 -0.045
0.202 -0.270 -1.150
-0.689 -0.241 0.215
-0.143 -2.038 0.532
-1.256 -1.938 2.873
2.047 -3.625 -0.874
0.998 -0.809 -3.683
0.760 0.563 0.154
0.494 0.230 -0.168
0.661 0.357 -0.215
0.037 0.058 -0.886
0.237 0.958 -0.473
-1.381 -0.458 -1.060
-3.074 -2.201 0.080
-2.102 0.544 1.779
0.244 2.671 2.523
3.466 2.538 0.167
1.237 -0.968 -1.961
0.620 -0.433 -1.034
-0.528 -2.567 -2.578
-2.929 3.805 0.468
-4.243 -4.608 2.341
-2.130 -0.271 -4.093
0.514 -0.972 7.504
1.633 0.941 1.462
0.545 0.488 -0.672
6.279 -4.725 -3.528
-1.567 0.490 1.204
-1.337 4.083 -2.625
-0.893 -1.457 0.614
-0.627 1.152 -0.871
1.628 -0.759 -0.583
0.345 -1.059 1.041
1.133 1.203 -0.356
-0.452 0.686 -1.512
-1.556 -0.792 0.288
0.699 0.297 1.691
-1.266 -0.422 1.036
1.246 0.537 0.641
-0.034 0.641 -1.854
-1.028 -1.290 -0.075
0.119 0.673 1.651
0.949 0.877 -0.791
-0.924 -0.912 -0.883
-0.015 -0.753 1.708
1.321 1.190 0.005
0.611 1.649 -0.646
-0.548 -0.993 -1.447
0.123 -0.379 1.879
-0.752 1.607 -0.042
0.965 -0.996 -1.307
-0.428 -0.577 1.799
-0.758 0.644 1.417
0.636 1.511 -0.808
1.291 -1.242 -0.091
-2.125 -0.016 0.765
1.235 -1.909 -0.347
-0.276 1.062 -1.473
1.378 -0.608 -0.496
-0.638 -1.156 1.237
1.145 0.629 -0.808
0.644 -1.172 0.850
-1.250 -1.045 -0.883
0.117 0.765 -1.318
-0.554 0.957 1.147
-1.395 -1.219 0.009
-1.084 1.126 -0.011
-0.401 -0.831 -1.335
-1.158 0.176 1.261
0.243 1.470 1.525
1.680 1.169 0.026
0.798 -1.233 0.526
-0.618 0.436 -1.386
1.419 1.211 0.481
-0.052 -1.427 -1.225
-0.376 -0.694 -0.984
-0.950 0.052 0.337
0.054 -0.270 -0.036
0.561 0.405 0.129
-0.356 -0.340 0.121
-0.058 0.020 0.280
-0.337 -0.024 -0.166
0.154 0.245 0.334
0.104 -0.019 0.101
-0.109 0.351 -0.116
-0.365 -0.364 -0.046
0.252 -0.050 0.020
-0.056 -0.088 -0.073
-0.295 -0.114 0.078
0.098 -0.001 -0.339
0.313 -0.073 0.245
-0.015 0.299 0.053
0.989 9.929 3.669
-0.072 0.218 -0.063
-0.497 -0.234 -0.559
-1.340 -0.764 0.790
0.176 -1.785 2.057
-0.023 2.601 -2.711
0.153 0.056 -0.108
0.065 0.060 0.047
-0.154 -0.174 0.136
0.180 0.145 0.118
0.123 0.084 0.184
0.089 -0.054 0.084
-0.276 -0.314 -0.352
1.367 -0.176 -0.649
0.551 0.478 -0.090
-0.433 -0.335 -0.224
-0.347 0.010 0.087
0.006 -0.207 0.058
-0.328 0.025 -0.153
3.567 0.490 0.902
-0.935 0.501 0.078
-1.327 -0.685 -0.631
-0.457 0.254 -0.308
0.028 -0.230 -0.228
-0.141 -0.048 0.100
-0.053 0.089 0.022
-0.062 -0.277 -0.215
-0.250 -0.242 0.265
0.084 -0.083 -0.096
0.088 0.144 0.004
-0.031 -0.021 0.218
-0.711 -0.947 0.509
0.390 0.113 -0.063
0.535 0.179 -0.193
0.202 0.517 0.317
-0.185 0.084 -0.518
-0.334 0.196 -0.253
0.123 0.242 0.331
0.218 -0.185 -0.005
-0.081 0.248 0.198
-0.144 -0.024 0.119

***

DFT (wB97M-V/def2-TZVPD) results for C5H11ClSi as an isolated structure.

Calculated values
- Molar mass: 134.68 g/mol
- LUMO: 0.8 eV
- Frontier orbital gap: 9.749 eV
- Energy above the lowest of the compared OMol25 structures with the same formula, charge and spin: 172.9 kJ/mol
- Total charge: 0
- Electronic energy: -25762.2792 eV

Each line ends with the natural charge from an NBO analysis.
CARTESIAN COORDINATES (ANGSTROEM)
C (-2.127, 0.498, 0.100)  -0.460
C (-1.830, 0.004, 1.475)  -0.448
C (-1.045, 1.128, 0.865)  -0.469
C (1.411, 1.191, -1.616)  -1.120
C (1.193, -1.566, 0.289)  -1.055
Si (1.124, 0.466, 0.148)  1.418
Cl (2.556, 1.000, 1.519)  -0.393
H (-2.053, -0.129, -0.804)  0.216
H (-3.013, 1.170, -0.149)  0.212
H (-2.647, 0.208, 2.216)  0.218
H (-1.292, -0.936, 1.488)  0.210
H (-1.116, 2.002, 1.513)  0.231
H (0.819, 0.738, -2.338)  0.240
H (1.362, 2.202, -1.926)  0.255
H (2.508, 0.849, -1.986)  0.239
H (2.256, -2.035, 0.132)  0.248
H (0.907, -1.817, 1.336)  0.241
H (0.524, -1.894, -0.441)  0.218

Cartesian forces, eV/Å:
-2.404 1.398 -1.920
-1.005 -0.493 0.038
4.034 -1.157 0.235
3.844 -1.630 0.629
2.613 1.995 1.122
-2.680 -0.551 0.396
0.130 0.434 0.022
0.898 0.164 0.627
0.841 -0.951 1.012
1.303 -0.305 -0.447
-0.523 -0.231 0.435
-0.002 0.432 -1.094
-1.551 -1.402 -1.087
-0.080 1.402 0.728
-2.197 0.675 1.073
-1.951 1.179 0.066
-0.088 0.140 -0.850
-1.182 -1.099 -0.984

***

DFT (wB97M-V/def2-TZVPD) results for a 2-piece molecular cluster, C3H9S3 overall.

Calculated values
- Molar mass: 141.31 g/mol
- LUMO: 2.8 eV
- Frontier orbital gap: 5.213 eV
- Energy above the lowest of the compared OMol25 structures with the same formula, charge and spin: 75.7 kJ/mol
- Total charge: -1
- Electronic energy: -35763.2308 eV

Each line ends with the natural charge from an NBO analysis.
CARTESIAN COORDINATES (ANGSTROEM)
C (-2.122, 1.151, -1.529)  -0.743
S (-1.367, -0.151, -2.568)  -0.726
H (-1.472, 2.036, -1.272)  0.159
H (-2.999, 1.564, -2.057)  0.184
H (-2.411, 0.727, -0.603)  0.170
C (1.481, -0.219, -1.379)  -0.645
C (0.708, -0.634, -0.195)  -0.512
S (1.293, 0.299, 1.269)  0.039
S (0.181, -0.408, 2.864)  -0.175
H (2.523, -0.028, -1.130)  0.179
H (1.033, 0.684, -1.788)  0.246
H (1.351, -0.967, -2.159)  0.244
H (0.962, -1.690, 0.065)  0.189
H (-0.378, -0.547, -0.318)  0.269
H (-0.715, 0.585, 2.839)  0.121

Cartesian forces, eV/Å:
0.511 1.068 -1.111
-0.524 0.158 -0.504
-0.228 -0.747 -0.370
0.159 -0.104 0.423
-0.622 -0.367 1.112
0.146 0.868 -0.751
-0.333 -1.766 1.931
0.178 0.201 0.116
0.190 0.174 -0.422
0.345 -0.226 -0.082
0.152 0.091 -0.116
0.266 0.048 0.021
-0.405 0.578 -0.230
0.422 0.084 -0.127
-0.255 -0.058 0.110

***

Q: Look up the LUMO of the fourth one.
A: 2.8 eV

***

Q: Which of these has the lowest electronic energy?
A: C44H69BeBr6Cl3CsN4O11PS2